No. 1
{
  "formula": "F4P",
  "method": "ωB97M-V/def2-TZVPD",
  "homo_ev": -23.5,
  "total_charge": 1,
  "homo_lumo_gap_ev": 18.03,
  "relative_energy_kcal_mol": 0.0,
  "species": ["F", "F", "F", "F", "P"],
  "coordinates": [[0.85, 0.88, -0.88], [0.88, -0.88, 0.84], [-0.89, -0.86, -0.86], [-0.85, 0.86, 0.89], [0.00, 0.00, 0.00]],
  "nbo_charge": [-0.4516, -0.4516, -0.4516, -0.4516, 2.8066]
}

---

No. 2
{
  "formula": "F5N2",
  "method": "ωB97M-V/def2-TZVPD",
  "homo_ev": [-17.7, -17.8],
  "total_charge": 1,
  "homo_lumo_gap_ev": [5.78, 5.85],
  "relative_energy_kcal_mol": 105.6,
  "species": ["N", "N", "F", "F", "F", "F", "F"],
  "coordinates": [[-0.77, -0.38, -0.35], [0.17, 0.58, -0.01], [-0.26, -1.59, -0.40], [-1.84, -0.36, 0.41], [-0.34, 1.66, 0.51], [2.09, -0.78, 0.85], [0.96, 0.88, -1.01]],
  "nbo_charge": [0.5372, 0.6282, -0.0168, -0.0357, -0.0094, -0.0924, -0.0110]
}

---

No. 3
{
  "formula": "F6H26O13P",
  "method": "ωB97M-V/def2-TZVPD",
  "homo_ev": -9.0,
  "total_charge": -1,
  "homo_lumo_gap_ev": 11.30,
  "relative_energy_kcal_mol": 59.1,
  "species": ["P", "F", "F", "F", "F", "F", "F", "O", "H", "H", "O", "H", "H", "O", "H", "H", "O", "H", "H", "O", "H", "H", "O", "H", "H", "O", "H", "H", "O", "H", "H", "O", "H", "H", "O", "H", "H", "O", "H", "H", "O", "H", "H", "O", "H", "H"],
  "coordinates": [[-0.07, -0.24, -0.98], [0.73, -0.48, 0.39], [-0.60, 1.24, -0.46], [1.32, 0.32, -1.59], [-0.71, -0.06, -2.48], [0.34, -1.80, -1.36], [-1.56, -0.90, -0.53], [-5.86, -2.65, 3.48], [-5.89, -1.88, 4.05], [-4.93, -2.84, 3.38], [2.53, -6.48, -1.06], [2.80, -7.15, -1.69], [2.09, -5.82, -1.59], [-3.26, -6.30, 0.74], [-3.89, -6.37, 1.46], [-2.90, -5.42, 0.81], [4.63, -3.53, 1.12], [3.93, -4.17, 1.00], [4.22, -2.69, 0.92], [-0.43, 7.25, -0.31], [-0.03, 6.51, -0.76], [0.27, 7.60, 0.24], [-1.89, -2.79, 3.69], [-1.36, -2.03, 3.43], [-1.80, -2.82, 4.64], [-1.66, 1.57, 3.45], [-2.21, 2.36, 3.42], [-1.38, 1.45, 2.54], [3.76, 1.13, 4.52], [3.34, 1.01, 3.66], [3.91, 0.24, 4.84], [6.20, 1.78, -2.34], [6.63, 0.93, -2.38], [5.35, 1.60, -1.95], [2.25, 5.49, -3.60], [2.67, 5.72, -4.43], [1.92, 4.60, -3.74], [1.36, 1.92, -5.41], [1.28, 1.43, -4.59], [0.49, 2.30, -5.55], [-4.75, -2.78, -4.00], [-4.43, -2.73, -4.90], [-4.06, -2.36, -3.48], [-2.90, 5.60, 2.59], [-3.16, 6.44, 2.97], [-2.30, 5.83, 1.88]],
  "nbo_charge": [2.5879, -0.5904, -0.5912, -0.5983, -0.5975, -0.6078, -0.6014, -0.9449, 0.4652, 0.4796, -0.9396, 0.4636, 0.4761, -0.9411, 0.4633, 0.4776, -0.9485, 0.4758, 0.4724, -0.9459, 0.4794, 0.4665, -0.9464, 0.4840, 0.4625, -0.9548, 0.4709, 0.4834, -0.9403, 0.4748, 0.4654, -0.9403, 0.4650, 0.4753, -0.9455, 0.4665, 0.4788, -0.9530, 0.4875, 0.4655, -0.9423, 0.4618, 0.4805, -0.9424, 0.4636, 0.4787]
}

---

No. 4
{
  "formula": "F6KN3NaO12S6",
  "method": "ωB97M-V/def2-TZVPD",
  "homo_ev": -7.2,
  "total_charge": -1,
  "homo_lumo_gap_ev": 5.14,
  "relative_energy_kcal_mol": 221.4,
  "species": ["Na", "K", "N", "S", "O", "O", "F", "S", "O", "O", "F", "N", "S", "O", "O", "F", "S", "O", "O", "F", "N", "S", "O", "O", "F", "S", "O", "O", "F"],
  "coordinates": [[0.60, -0.10, -0.08], [2.92, 1.54, -3.86], [-0.34, 4.00, -1.01], [-0.04, 5.57, -0.40], [-0.87, 6.04, 0.75], [0.67, 6.54, -1.23], [1.28, 5.00, 0.42], [-1.68, 4.44, -1.39], [-1.86, 5.42, -2.45], [-2.74, 4.28, -0.41], [-1.95, 3.19, -2.34], [2.66, -3.21, -2.36], [4.10, -4.23, -2.19], [4.59, -4.75, -3.46], [4.19, -5.03, -0.97], [4.99, -2.98, -1.90], [1.87, -4.42, -2.87], [1.58, -5.49, -1.90], [2.00, -4.77, -4.27], [0.42, -3.67, -2.81], [-1.76, -1.23, 3.24], [-1.86, -0.12, 4.53], [-2.21, -0.62, 5.83], [-2.16, 1.30, 4.21], [-0.26, 0.01, 4.64], [-3.22, -1.48, 3.30], [-4.23, -0.52, 2.91], [-3.59, -2.54, 4.20], [-3.10, -2.19, 1.87]],
  "nbo_charge": [0.9907, 0.9975, -1.0859, 2.2601, -0.8090, -0.8658, -0.5399, 2.3873, -0.9030, -0.8851, -0.5549, -1.1235, 2.3308, -0.8719, -0.8585, -0.5054, 2.3728, -0.8932, -0.9041, -0.5425, -1.0746, 2.3099, -0.8696, -0.8784, -0.5292, 2.4072, -0.8955, -0.9122, -0.5542]
}

---

No. 5
{
  "formula": "F6KN3O12S6",
  "method": "ωB97M-V/def2-TZVPD",
  "homo_ev": -5.0,
  "total_charge": -2,
  "homo_lumo_gap_ev": 8.92,
  "relative_energy_kcal_mol": 104.7,
  "species": ["K", "N", "S", "O", "O", "F", "S", "O", "O", "F", "N", "S", "O", "O", "F", "S", "O", "O", "F", "N", "S", "O", "O", "F", "S", "O", "O", "F"],
  "coordinates": [[0.07, -0.98, 0.90], [-1.54, 1.19, -0.08], [-1.33, 1.55, -1.56], [-0.12, 2.23, -1.97], [-2.55, 1.87, -2.26], [-0.84, 0.01, -1.96], [-1.37, 2.76, 0.49], [-2.53, 3.56, 0.42], [-0.03, 3.34, 0.52], [-1.49, 2.43, 2.04], [4.17, 2.02, -1.06], [3.53, 0.50, -0.72], [4.06, -0.63, -1.46], [2.30, 0.38, 0.04], [4.53, 0.43, 0.49], [3.95, 1.95, -2.57], [2.61, 1.63, -3.09], [5.08, 1.44, -3.37], [4.03, 3.57, -2.88], [-2.16, -2.34, 1.65], [-2.09, -3.25, 3.12], [-1.38, -4.48, 3.08], [-3.25, -3.14, 3.99], [-1.08, -2.31, 3.96], [-2.90, -3.36, 0.92], [-4.28, -3.46, 1.39], [-2.22, -4.49, 0.34], [-3.17, -2.43, -0.38]],
  "nbo_charge": [0.9705, -1.1478, 2.4117, -0.8763, -0.9081, -0.5474, 2.3942, -0.9095, -0.8776, -0.5294, -1.0520, 2.3926, -0.8852, -0.9459, -0.5318, 2.3962, -0.9024, -0.9355, -0.5275, -1.1466, 2.3651, -0.8864, -0.8813, -0.5186, 2.4347, -0.9176, -0.9113, -0.5267]
}

---

No. 6
{
  "formula": "F6N5O18S6Sr",
  "method": "ωB97M-V/def2-TZVPD",
  "homo_ev": -2.1,
  "total_charge": -3,
  "homo_lumo_gap_ev": 4.02,
  "species": ["Sr", "N", "S", "O", "O", "F", "S", "O", "O", "F", "N", "S", "O", "O", "F", "S", "O", "O", "F", "N", "S", "O", "O", "F", "S", "O", "O", "F", "N", "O", "O", "O", "N", "O", "O", "O"],
  "coordinates": [[-15.74, -10.16, 7.16], [-21.08, -10.69, 12.69], [-20.42, -11.97, 13.04], [-19.07, -11.87, 13.56], [-20.69, -13.11, 12.24], [-21.39, -12.27, 14.33], [-20.91, -10.65, 10.99], [-21.77, -11.54, 10.23], [-19.57, -10.40, 10.52], [-21.65, -9.20, 10.82], [-12.30, -11.39, 4.88], [-10.85, -12.37, 5.13], [-9.84, -11.98, 6.08], [-10.46, -13.22, 3.97], [-11.60, -13.48, 6.06], [-11.57, -10.63, 3.78], [-11.43, -11.22, 2.44], [-10.48, -9.77, 4.18], [-12.78, -9.65, 3.49], [-18.89, -8.61, 4.66], [-19.66, -7.14, 4.91], [-20.80, -7.08, 5.78], [-19.58, -6.17, 3.89], [-18.49, -6.76, 5.82], [-19.76, -8.96, 3.43], [-19.44, -8.45, 2.10], [-21.10, -9.42, 3.80], [-19.08, -10.39, 3.32], [-16.64, -14.56, 9.41], [-16.67, -15.70, 9.82], [-16.02, -13.69, 10.00], [-17.05, -14.21, 8.28], [-12.24, -7.23, 9.01], [-11.28, -6.54, 9.23], [-12.39, -8.27, 9.60], [-13.05, -7.00, 8.18]],
  "nbo_charge": [1.9539, -1.1499, 2.4804, -0.9345, -0.9373, -0.5480, 2.4107, -0.8844, -0.9198, -0.5152, -1.0689, 2.2965, -0.8646, -0.8638, -0.5173, 2.3849, -0.9249, -0.9086, -0.5269, -1.1225, 2.4102, -0.8951, -0.9086, -0.5211, 2.3819, -0.8946, -0.9012, -0.5430, 0.7219, -0.5060, -0.5773, -0.6213, 0.7338, -0.5324, -0.5950, -0.5919]
}

---

No. 7
{
  "formula": "F7Li5",
  "method": "ωB97M-V/def2-TZVPD",
  "homo_ev": [-5.1, -5.1],
  "total_charge": -1,
  "homo_lumo_gap_ev": [7.12, 4.73],
  "multiplicity": 2,
  "species": ["Li", "Li", "Li", "Li", "Li", "F", "F", "F", "F", "F", "F", "F"],
  "coordinates": [[1.02, 1.89, -2.16], [-0.49, 1.45, 2.40], [0.14, -0.80, -2.67], [0.24, 0.06, 0.03], [0.39, -1.65, 2.49], [-1.29, 1.43, 0.43], [-1.52, -0.76, 2.26], [-1.81, -1.45, -1.22], [1.52, 0.42, 2.20], [1.83, 0.02, -1.71], [0.83, -1.74, 0.43], [-0.85, 1.11, -2.47]],
  "nbo_charge": [0.9683, 0.9596, 0.9628, 0.9326, 0.9628, -0.9614, -0.9686, -0.0657, -0.9680, -0.9598, -0.9038, -0.9588]
}

---

No. 8
{
  "formula": "F8KN4O16S8",
  "method": "ωB97M-V/def2-TZVPD",
  "homo_ev": [-5.4, -5.4],
  "total_charge": -2,
  "homo_lumo_gap_ev": [6.97, 3.21],
  "multiplicity": 2,
  "relative_energy_kcal_mol": 0.0,
  "species": ["K", "N", "S", "O", "O", "F", "S", "O", "O", "F", "N", "S", "O", "O", "F", "S", "O", "O", "F", "N", "S", "O", "O", "F", "S", "O", "O", "F", "N", "S", "O", "O", "F", "S", "O", "O", "F"],
  "coordinates": [[-0.68, 0.45, -0.41], [2.95, 0.64, 2.98], [3.22, -0.23, 1.79], [2.65, 0.22, 0.58], [3.24, -1.65, 2.07], [4.81, 0.16, 1.62], [1.39, 0.16, 3.29], [1.18, -0.98, 4.18], [0.49, 0.41, 2.18], [0.99, 1.33, 4.42], [-4.99, 3.64, -0.21], [-3.36, 3.49, 0.38], [-2.66, 2.30, -0.17], [-2.95, 4.12, 1.66], [-2.80, 4.62, -0.61], [-5.54, 3.79, 1.22], [-5.62, 5.13, 1.79], [-5.57, 2.59, 2.04], [-7.05, 3.61, 0.69], [1.02, 0.70, -2.75], [-0.30, 0.84, -3.77], [-1.60, 0.48, -3.18], [-0.06, 0.62, -5.19], [-0.41, 2.47, -3.63], [1.74, -0.52, -3.34], [2.47, -0.29, -4.57], [1.28, -1.82, -2.93], [2.94, -0.39, -2.25], [1.16, -4.88, -0.18], [0.48, -3.48, 0.50], [0.61, -2.11, 0.03], [0.10, -3.60, 1.93], [-0.99, -3.82, -0.17], [2.54, -4.35, 0.03], [2.97, -4.54, 1.41], [3.18, -3.39, -0.85], [3.17, -5.72, -0.60]],
  "nbo_charge": [0.9625, -1.1235, 2.4804, -0.9271, -0.9536, -0.5233, 2.3916, -0.8820, -0.9302, -0.5150, -0.9874, 2.2926, -0.9420, -0.8485, -0.5107, 2.3910, -0.9102, -0.9241, -0.5507, -1.1299, 2.3696, -0.9262, -0.8743, -0.5117, 2.4458, -0.9019, -0.9325, -0.5234, -0.7207, 2.2364, -0.7710, -0.7692, -0.5005, 2.3199, -0.6194, -0.6588, -0.5221]
}

---

No. 9
{
  "formula": "FFeH16O8",
  "method": "ωB97M-V/def2-TZVPD",
  "homo_ev": [-13.5, -13.5],
  "total_charge": 1,
  "homo_lumo_gap_ev": [9.66, 9.38],
  "multiplicity": 5,
  "relative_energy_kcal_mol": 0.0,
  "species": ["Fe", "F", "O", "H", "H", "O", "H", "H", "O", "H", "H", "O", "H", "H", "O", "H", "H", "O", "H", "H", "O", "H", "H", "O", "H", "H"],
  "coordinates": [[1.17, -1.12, 0.11], [-0.35, 0.00, -0.23], [1.67, 0.04, 1.80], [1.79, -0.30, 2.70], [1.87, 0.98, 1.83], [0.53, -2.16, -1.64], [0.41, -3.06, -1.94], [0.03, -1.58, -2.23], [0.14, -2.35, 1.45], [-0.41, -1.73, 2.03], [-0.19, -3.24, 1.61], [-1.66, -0.56, 2.21], [-2.58, -0.38, 2.41], [-1.47, -0.12, 1.36], [2.44, 0.01, -1.11], [2.85, 0.89, -1.07], [2.90, -0.47, -1.82], [-0.11, 1.92, -2.26], [0.46, 2.66, -2.03], [-0.02, 1.25, -1.55], [-0.33, 2.41, 1.38], [-0.26, 1.85, 0.59], [-1.25, 2.70, 1.39], [-2.84, 0.52, -1.68], [-2.78, 1.38, -2.11], [-2.01, 0.44, -1.20]],
  "nbo_charge": [1.6283, -0.8433, -0.9901, 0.5221, 0.5292, -0.9980, 0.5233, 0.5313, -1.0312, 0.5421, 0.5224, -0.9862, 0.5058, 0.5071, -0.9851, 0.5265, 0.5197, -0.9626, 0.4719, 0.4767, -0.9653, 0.4747, 0.4849, -0.9539, 0.4798, 0.4699]
}

---

No. 10
{
  "formula": "FFeN2O6Pt",
  "method": "ωB97M-V/def2-TZVPD",
  "homo_ev": [-8.7, -8.8],
  "total_charge": 0,
  "homo_lumo_gap_ev": [7.07, 4.82],
  "multiplicity": 8,
  "species": ["Fe", "Pt", "N", "O", "O", "O", "N", "O", "O", "O", "F"],
  "coordinates": [[-3.10, -1.68, 2.05], [-1.41, 1.80, 0.96], [0.04, -1.03, -1.29], [0.73, -0.47, -2.11], [0.53, -1.72, -0.38], [-1.21, -1.13, -1.56], [1.65, 1.16, 0.33], [2.61, 0.35, 0.48], [1.48, 2.04, -0.58], [0.69, 0.89, 1.00], [-2.01, -0.20, 1.12]],
  "nbo_charge": [0.9418, 0.7683, 0.6805, -0.1913, -0.2546, -0.2407, 0.7032, -0.4685, -0.5135, -0.5560, -0.8691]
}

---

Energy across the listed records, respectively: -740.62634; -607.93476; -1934.55048; -4817.54882; -4655.46575; -4646.78950; -737.02382; -6007.11832; -1974.93325; -2043.26648 Ha.
Largest force on an atom across the listed records, respectively: 1.00; 2.80; 2.52; 12.41; 10.97; 8.04; 2.57; 12.36; 0.93; 6.73 eV Å⁻¹.